1.
14
Properties=species:S:1:pos:R:3:forces:R:3 method="wB97M-V/def2-TZVPD" homo_lumo_gap_ev=10.164 homo_ev=-9.32 smiles="C/N=C(/C)NO" relative_energy_kcal_mol=82.23
C -1.59555 -1.14019 0.05066 -0.223 -1.767 0.402
N -0.13771 -1.22956 -0.07707 -0.208 -0.011 -0.705
C 0.60102 -0.21400 0.06206 0.761 -0.242 -0.242
C 2.15228 -0.29301 -0.12999 0.336 -1.492 1.021
N 0.12306 1.04245 0.44680 0.331 1.630 -0.083
O -0.94330 1.53539 -0.37864 -0.159 0.029 0.810
H -1.94600 -0.46948 0.81653 0.018 0.516 0.439
H -2.12742 -0.89028 -0.87396 0.491 0.060 -0.005
H -1.98366 -2.16025 0.35434 0.560 0.998 -0.389
H 2.53330 0.58390 -0.78069 -0.497 -1.548 1.183
H 2.68552 -0.33199 0.96712 -1.174 0.357 -2.805
H 2.34101 -1.35218 -0.62937 -0.202 2.446 0.987
H 0.84504 1.78162 0.42006 -0.541 -0.764 -0.062
H -1.64541 1.74853 0.27058 0.506 -0.211 -0.552

2.
41
Properties=species:S:1:pos:R:3:forces:R:3 method="wB97M-V/def2-TZVPD" homo_lumo_gap_ev=6.372 charge=+2 homo_ev=-14.47
Ir -1.81878 0.83079 1.54750 0.321 -0.054 0.113
C -4.37660 -1.02117 -5.09183 0.008 0.004 0.013
C -4.94718 -1.89552 -3.99172 -0.021 -0.007 -0.051
C -4.77365 -3.37648 -4.27933 0.001 -0.006 0.017
C -5.50013 -4.19913 -3.23112 0.010 0.000 0.011
C -5.07784 -3.79018 -1.84676 -0.012 -0.014 -0.025
C -5.23215 -4.65023 -0.78512 0.020 0.021 0.035
C -4.81125 -4.28816 0.49580 -0.022 -0.011 -0.045
F -4.98843 -5.15607 1.48420 0.003 -0.004 0.006
C -4.21185 -3.08892 0.75057 0.014 0.014 0.026
C -4.04130 -2.19172 -0.31425 -0.009 -0.045 -0.006
C -3.39590 -0.93043 -0.09455 0.084 0.120 0.018
O -2.99557 -0.66822 1.12947 -0.058 -0.108 -0.196
C -3.25041 -0.05950 -1.17207 -0.024 -0.040 0.313
C -3.75410 -0.44826 -2.41484 -0.048 -0.057 -0.063
N -4.33876 -1.60162 -2.64325 0.005 -0.043 0.106
C -4.49036 -2.53117 -1.60614 0.019 0.069 -0.064
C -2.74770 1.34093 -1.13255 -0.134 0.188 -0.634
O -2.86313 2.08228 -2.06818 0.052 -0.161 0.115
O -2.17168 1.84054 -0.01804 -0.097 0.152 0.196
H -4.80168 -1.35858 -6.03551 -0.006 -0.007 0.004
H -3.29188 -1.12085 -5.16200 0.000 0.004 0.000
H -4.64097 0.03033 -4.99002 0.003 0.001 -0.004
H -6.01312 -1.68224 -3.86977 0.003 0.004 0.007
H -3.70799 -3.62175 -4.30228 -0.001 0.001 -0.006
H -5.17600 -3.58392 -5.26951 0.003 0.007 -0.003
H -5.30725 -5.26295 -3.36543 -0.004 0.000 0.001
H -6.58014 -4.06045 -3.33482 -0.001 0.002 0.000
H -5.67324 -5.62837 -0.93093 0.000 -0.001 0.001
H -3.87884 -2.83919 1.74634 -0.002 -0.002 -0.003
H -3.67827 0.25138 -3.23246 0.005 0.006 0.007
N -0.77290 2.59030 2.05264 -0.015 0.042 0.072
N 0.63851 2.47082 2.05799 0.047 -0.030 -0.086
C 1.20098 1.31392 1.71421 0.024 0.090 0.073
N 2.50930 1.18642 1.68782 -0.009 0.013 0.003
S 0.20537 -0.03575 1.29591 -0.148 -0.170 0.044
H -1.04809 3.24932 1.31629 0.022 0.018 0.009
H -1.05501 2.97143 2.95638 -0.027 -0.001 -0.008
H 1.17753 3.30862 2.23549 -0.008 0.004 0.007
H 3.14009 1.93916 1.92474 -0.001 -0.001 0.006
H 2.92761 0.30197 1.43701 0.002 0.004 -0.009

3.
11
Properties=species:S:1:pos:R:3:forces:R:3 method="wB97M-V/def2-TZVPD" homo_lumo_gap_ev="5.133 / 6.362" charge=+2 multiplicity=6 homo_ev="-17.16 / -22.00" relative_energy_kcal_mol=40.49
C -0.14223 1.08913 -1.26839 -0.095 -0.288 0.343
C 0.98675 0.47189 -0.54705 0.679 2.454 -1.295
O 0.71735 -0.64658 0.19382 0.279 -1.984 4.102
H 0.22330 1.95922 -1.82727 -0.203 -0.224 -0.005
H -0.61240 0.39360 -1.98184 0.073 0.078 -0.163
H -0.92212 1.44946 -0.57081 0.098 0.096 -0.057
H 1.87071 1.02710 -0.22815 -0.151 -0.399 -0.070
H 1.07188 -0.63525 1.19781 -0.427 0.237 -2.882
Co -0.89940 -1.67551 0.28480 0.431 -0.079 1.585
O -0.86691 -1.92577 2.04661 0.105 -0.240 -2.973
H -1.42694 -1.50730 2.70048 -0.788 0.349 1.414

4.
20
Properties=species:S:1:pos:R:3:forces:R:3 method="wB97M-V/def2-TZVPD" homo_lumo_gap_ev=8.772 homo_ev=-8.41 smiles=Nc1nc2c(Br)cc(OC(F)(F)F)cc2s1 relative_energy_kcal_mol=0.00
N -3.36879 2.63018 1.79712 0.423 -1.402 -0.783
C -2.46097 1.73307 1.24062 0.558 1.645 0.239
N -1.18212 2.03056 1.21586 -1.183 -0.144 0.401
C -0.47018 1.03439 0.57768 0.720 1.598 0.569
C 0.91898 1.01372 0.32474 0.567 0.125 -0.384
Br 2.05910 2.54151 0.83184 -1.004 -1.212 -0.298
C 1.51951 -0.03718 -0.38020 -0.806 -0.117 0.351
C 0.73568 -1.14718 -0.79730 -0.513 1.827 1.166
O 1.19588 -2.29140 -1.43322 2.193 -0.977 -0.152
C 2.60569 -2.54643 -1.51850 -1.180 0.422 0.697
F 3.15418 -1.63900 -2.33545 0.123 -0.320 0.506
F 2.86104 -3.76313 -2.01089 -0.938 0.891 0.174
F 3.20578 -2.50731 -0.29523 -0.619 0.360 -1.131
C -0.63362 -1.07339 -0.53945 -0.269 -0.937 -0.515
C -1.24863 0.02210 0.11083 0.805 -2.903 -1.617
S -2.94771 0.24145 0.41622 0.548 0.591 0.481
H -4.35335 2.38672 1.82826 0.566 0.256 0.274
H -2.95478 3.30784 2.41975 -0.326 -0.066 -0.075
H 2.56934 0.00091 -0.56942 0.448 0.059 -0.052
H -1.20503 -1.93743 -0.88328 -0.111 0.302 0.148

5.
65
Properties=species:S:1:pos:R:3:forces:R:3 method="wB97M-V/def2-TZVPD" homo_lumo_gap_ev=8.291 homo_ev=-7.66 relative_energy_kcal_mol=0.00
Mg -1.37588 -5.52069 -21.37051 0.346 -0.183 -0.029
C -0.40540 -1.58067 -19.98087 0.216 -0.114 -0.457
C 0.25614 -2.72215 -20.76298 0.476 0.268 -0.270
O -0.47007 -3.86140 -20.74569 -0.354 -0.705 0.218
H -0.60771 -1.87955 -18.95467 -0.147 -0.058 0.056
H -1.33336 -1.37268 -20.51093 -0.170 0.219 0.337
H 0.21112 -0.67808 -19.95670 -0.007 0.009 -0.079
H 1.30340 -2.83954 -20.38888 -0.103 -0.151 0.203
H 0.43206 -2.35991 -21.80210 -0.130 0.241 0.031
C -3.83017 -8.93993 -22.41344 -0.511 0.574 -0.323
C -2.54072 -8.24146 -22.83563 0.759 0.484 0.182
O -2.11935 -7.25859 -21.97404 -0.169 0.079 0.481
H -3.84953 -9.06723 -21.32987 0.191 -0.362 -0.022
H -3.96498 -9.87679 -22.95742 0.032 -0.156 0.237
H -4.71047 -8.32764 -22.64180 0.089 0.059 -0.052
H -2.63539 -7.81279 -23.85394 -0.254 -0.346 -0.114
H -1.77569 -9.04560 -22.92942 -0.073 0.044 -0.073
C -3.68172 -1.96279 -21.86834 0.772 -0.015 -0.080
O -4.49339 -2.80457 -21.05106 -0.441 0.232 -0.087
C -4.19818 -4.08726 -21.03229 0.165 0.015 0.146
O -3.18614 -4.56626 -21.48562 -0.211 -0.124 -0.259
O -5.16610 -4.74139 -20.43127 -0.286 0.096 0.169
C -5.02966 -6.16008 -20.35153 0.607 -0.653 0.577
H -4.18382 -1.76821 -22.81402 -0.169 0.070 0.085
H -2.71438 -2.43066 -22.06397 -0.111 -0.041 0.071
H -3.50096 -1.05121 -21.30836 -0.218 0.107 -0.067
H -5.35544 -6.63673 -21.26791 -0.083 0.066 -0.125
H -5.61252 -6.50472 -19.49919 -0.307 0.256 -0.165
H -3.99723 -6.45026 -20.14679 -0.015 0.134 -0.317
C 1.67174 -4.41193 -23.65627 0.672 -1.104 0.738
O 0.75830 -4.42832 -24.74002 -0.139 0.277 -0.497
C -0.49260 -4.69367 -24.43636 -0.040 0.151 -0.219
O -0.89438 -4.99302 -23.34348 -0.165 -0.145 0.148
O -1.25117 -4.56647 -25.51620 0.150 0.060 -0.132
C -2.61660 -4.89846 -25.30672 -0.901 -0.525 0.146
H 1.91922 -5.44178 -23.36189 -0.137 0.066 -0.190
H 1.27713 -3.94915 -22.75196 -0.036 0.351 -0.324
H 2.58925 -3.98538 -24.04187 -0.079 0.405 0.078
H -3.02666 -4.39499 -24.43337 0.114 0.084 0.025
H -2.74608 -5.97418 -25.16148 0.224 0.067 0.119
H -3.19489 -4.63335 -26.18749 0.354 0.268 -0.133
C -1.90678 -8.65603 -18.92542 -0.478 -0.432 -0.137
O -1.29379 -7.77222 -17.98336 0.127 0.074 0.529
C -1.35727 -6.47962 -18.25206 0.247 -0.660 -0.342
O -1.74498 -6.01906 -19.29914 -0.480 0.374 -0.247
O -0.90041 -5.78549 -17.24046 0.132 0.337 0.534
C -0.93945 -4.35123 -17.45133 0.306 -0.304 -1.065
H -2.93306 -8.86858 -18.60310 0.044 0.312 -0.069
H -1.39074 -9.61058 -18.85460 0.309 0.162 -0.105
H -1.89918 -8.23390 -19.93319 0.052 -0.099 -0.051
H -1.94856 -4.09347 -17.76541 -0.034 0.346 0.454
H -0.30736 -4.10434 -18.30955 -0.030 -0.051 0.050
H -0.55382 -3.87691 -16.56101 -0.321 -0.058 0.280
C 2.20288 -5.95089 -19.21217 -0.323 0.593 0.255
O 2.46118 -6.96905 -20.17790 0.242 0.015 -0.132
C 1.54360 -7.09647 -21.11714 0.165 -0.049 -0.227
O 0.47135 -6.55379 -21.12442 -0.163 0.119 0.277
O 1.98530 -7.89856 -22.07277 0.184 -0.158 0.167
C 0.95469 -8.42239 -22.91962 0.087 -0.174 -0.521
H 1.37483 -6.22044 -18.55735 0.120 -0.240 0.054
H 1.92241 -5.00223 -19.67839 0.089 -0.151 -0.191
H 3.12052 -5.82927 -18.64810 0.015 -0.108 0.048
H 0.22884 -8.95970 -22.31727 -0.136 0.095 -0.060
H 1.45459 -9.09540 -23.61262 0.073 -0.070 0.171
H 0.47175 -7.64548 -23.51046 -0.139 0.127 0.294